Density functional theory data (wB97M-V/def2-TZVPD) for a structure of composition C27H43BrHgN2P2.

Geometry as XYZ:
```
76
Properties=species:S:1:pos:R:3:forces:R:3
N 3.4491 3.6956 3.4748 0.0 0.0 0.1
C 2.9563 2.6509 4.1534 0.2 -0.2 -0.7
C 2.7887 1.3890 3.5688 0.2 0.3 -0.6
C 3.1606 1.1872 2.2172 0.1 1.4 0.5
C 3.7406 2.2864 1.5444 -0.1 0.3 0.6
C 3.8488 3.5216 2.2098 -0.2 -0.8 0.0
C 2.9018 -0.0700 1.5395 0.0 -0.3 -1.5
Hg -0.7233 0.2943 0.2942 -0.4 0.2 -0.3
P -1.6555 -1.7889 -0.7457 0.5 -1.0 0.0
C 3.0628 -0.2812 0.1976 -0.3 0.7 1.4
C 2.8294 -1.5506 -0.4624 -0.6 -1.1 -0.5
C 3.0457 -1.6721 -1.8507 0.0 -0.1 0.5
C 2.8784 -2.8900 -2.5043 -0.5 -0.2 0.2
C 2.3747 -3.9923 -1.7993 0.6 0.1 0.1
C 2.1968 -3.9139 -0.4112 -0.1 0.4 -0.2
C 2.3868 -2.6927 0.2468 0.1 -0.1 -0.7
Br 2.0108 -5.6347 -2.7218 0.1 0.6 0.4
H 2.5418 -0.8761 2.1708 0.1 0.0 0.0
H 3.3950 0.5337 -0.4555 0.0 -0.3 0.3
H 2.3823 0.5735 4.1551 0.0 0.0 0.0
H 4.1324 2.1922 0.5310 -0.1 0.1 0.3
H 2.6978 2.8235 5.2035 0.1 0.0 -0.4
H 4.2806 4.3906 1.6943 -0.2 -0.4 0.3
H 3.3568 -0.7870 -2.4089 0.1 -0.3 0.1
H 2.1827 -2.6279 1.3129 0.2 -0.2 -0.2
H 3.1262 -2.9917 -3.5537 -0.2 0.1 0.0
H 1.9186 -4.8034 0.1457 -0.1 0.1 -0.1
P -0.8088 2.5870 -0.6919 0.5 0.0 0.4
C -1.4892 -3.2493 0.3514 -0.1 0.3 0.5
C -1.5487 -4.6513 -0.2593 -0.2 -0.3 -0.2
H -2.2715 -3.1311 1.1173 0.2 0.0 -0.1
H -0.5223 -3.1016 0.8603 -0.3 -0.1 -0.1
H -1.5855 -5.3843 0.5572 0.0 0.2 -0.2
H -2.4513 -4.8148 -0.8648 0.3 0.1 0.1
H -0.6634 -4.8937 -0.8632 -0.2 0.2 0.1
C -0.7266 -2.2166 -2.2728 0.3 0.6 0.1
C -1.5100 -2.9086 -3.3869 -0.2 -0.2 -0.2
H 0.1356 -2.8287 -1.9633 -0.3 0.2 0.1
H -0.2982 -1.2668 -2.6327 -0.1 -0.3 -0.1
H -0.8301 -3.1044 -4.2263 -0.2 0.1 0.2
H -1.9138 -3.8823 -3.0751 0.1 0.3 0.0
H -2.3317 -2.2873 -3.7663 0.2 -0.2 0.1
C -3.4044 -1.4206 -1.1578 -0.1 0.5 0.2
C -4.4174 -2.5662 -1.2166 -0.2 -0.3 -0.2
H -3.3933 -0.8934 -2.1261 0.1 0.0 0.3
H -3.7179 -0.6820 -0.3991 0.0 -0.2 -0.3
H -5.4152 -2.1433 -1.4063 0.3 -0.1 0.1
H -4.2063 -3.2605 -2.0418 0.0 0.2 0.3
H -4.4775 -3.1311 -0.2783 0.1 0.1 -0.2
C -2.3747 3.3823 -0.2247 -0.1 0.1 0.0
C -3.6157 2.4938 -0.3549 -0.1 0.0 0.0
H -2.4738 4.2859 -0.8442 0.0 -0.1 0.2
H -2.2532 3.7037 0.8198 0.0 0.0 -0.3
H -4.5138 3.1007 -0.1840 0.2 -0.2 0.0
H -3.7071 2.0458 -1.3512 0.0 0.1 0.1
H -3.6163 1.6866 0.3919 0.0 0.2 -0.1
C -0.7189 2.3437 -2.5072 -0.3 0.0 0.2
C 0.5933 1.7195 -2.9920 0.1 0.0 0.0
H -0.8760 3.3331 -2.9637 0.0 -0.3 0.1
H -1.5754 1.7040 -2.7735 0.2 0.2 0.0
H 0.5356 1.5350 -4.0707 0.0 0.1 0.2
H 1.4487 2.3824 -2.8186 -0.2 -0.1 0.0
H 0.8071 0.7565 -2.5075 -0.1 0.2 0.0
C 0.5409 3.7218 -0.2382 0.2 0.0 -0.2
C 0.4574 4.2948 1.1748 0.0 0.0 0.3
H 0.5391 4.5293 -0.9859 0.0 -0.2 0.1
H 1.4761 3.1535 -0.3578 -0.2 0.2 0.0
H 1.2972 4.9835 1.3333 -0.2 -0.2 0.0
H -0.4692 4.8583 1.3419 0.3 -0.1 -0.1
H 0.5289 3.5040 1.9350 0.0 0.2 -0.2
C -0.9086 1.2014 5.5118 0.0 0.1 0.4
C -0.9016 0.9768 4.0751 0.0 -0.3 -2.1
N -0.9042 0.7939 2.9247 0.1 0.2 1.6
H -1.9397 1.3460 5.8680 0.3 0.0 -0.2
H -0.3186 2.0931 5.7612 -0.2 -0.2 -0.1
H -0.4766 0.3356 6.0325 -0.1 0.2 -0.2
```
Positions in Å, forces in eV/Å.

Properties
HOMO-LUMO gap (hartree): 0.24273
LUMO level (hartree): -0.2361
HOMO level (eV): -13.029
Charge: +2
ΔE to the lowest compared entry with this formula, charge and spin (eV): 0.000

Löwdin atomic charge list, values in e, 4 entries: 0.063, -0.132, -0.027, -0.228